i:
{
  "formula": "C22H25N5O",
  "method": "wB97M-V/def2-TZVPD",
  "homo_lumo_gap_ev": 8.8,
  "spin_multiplicity": 1,
  "smiles": "Cc1ccccc1C(=O)Nc1ccnn1C1CCN(Cc2ccccn2)CC1",
  "elements": ["C", "C", "C", "C", "C", "C", "C", "C", "O", "N", "C", "C", "C", "N", "N", "C", "C", "C", "N", "C", "C", "C", "C", "C", "C", "N", "C", "C", "H", "H", "H", "H", "H", "H", "H", "H", "H", "H", "H", "H", "H", "H", "H", "H", "H", "H", "H", "H", "H", "H", "H", "H", "H"],
  "positions_angstrom": [[5.232, 1.332, -2.732], [4.778, -0.093, -2.776], [5.700, -1.125, -2.883], [5.300, -2.449, -2.919], [3.954, -2.766, -2.848], [3.021, -1.753, -2.731], [3.420, -0.419, -2.689], [2.376, 0.648, -2.608], [2.340, 1.622, -3.325], [1.446, 0.389, -1.635], [0.332, 1.165, -1.359], [-0.071, 2.381, -1.876], [-1.269, 2.656, -1.208], [-1.578, 1.698, -0.359], [-0.607, 0.782, -0.457], [-0.643, -0.377, 0.407], [-0.266, 0.025, 1.835], [-0.459, -1.160, 2.788], [-1.782, -1.738, 2.757], [-2.808, -1.101, 3.564], [-3.458, 0.144, 3.001], [-4.693, 0.084, 2.359], [-5.227, 1.243, 1.823], [-4.516, 2.426, 1.949], [-3.306, 2.389, 2.623], [-2.795, 1.286, 3.139], [-2.164, -2.112, 1.415], [-2.048, -0.983, 0.382], [4.986, 1.780, -1.770], [6.305, 1.400, -2.886], [4.721, 1.910, -3.499], [6.752, -0.885, -2.944], [6.037, -3.233, -3.008], [3.632, -3.796, -2.886], [1.968, -1.999, -2.704], [1.581, -0.435, -1.066], [0.432, 2.961, -2.619], [-1.909, 3.508, -1.314], [0.072, -1.121, 0.031], [-0.909, 0.847, 2.149], [0.773, 0.362, 1.869], [-0.237, -0.848, 3.810], [0.243, -1.960, 2.516], [-3.586, -1.853, 3.739], [-2.349, -0.848, 4.523], [-5.220, -0.855, 2.279], [-6.180, 1.223, 1.314], [-4.891, 3.350, 1.538], [-2.713, 3.284, 2.760], [-3.188, -2.491, 1.434], [-1.505, -2.936, 1.113], [-2.758, -0.187, 0.597], [-2.266, -1.372, -0.615]]
}

***

ii:
{
  "formula": "C22H25N5O",
  "method": "wB97M-V/def2-TZVPD",
  "homo_lumo_gap_ev": 8.3,
  "spin_multiplicity": 1,
  "smiles": "Nc1ccccc1C(=O)N/N=C1\\[C@H]2CN3CCN(C2)C[C@@]1(c1ccccc1)C3",
  "elements": ["N", "C", "C", "C", "C", "C", "C", "C", "O", "N", "N", "C", "C", "C", "N", "C", "C", "N", "C", "C", "C", "C", "C", "C", "C", "C", "C", "C", "H", "H", "H", "H", "H", "H", "H", "H", "H", "H", "H", "H", "H", "H", "H", "H", "H", "H", "H", "H", "H", "H", "H", "H", "H"],
  "positions_angstrom": [[5.381, 2.383, -0.120], [4.859, 1.137, -0.136], [5.709, 0.039, -0.344], [5.220, -1.243, -0.409], [3.855, -1.472, -0.270], [3.001, -0.414, -0.063], [3.465, 0.904, 0.014], [2.573, 2.038, 0.263], [2.964, 3.200, 0.413], [1.210, 1.896, 0.345], [0.456, 0.790, 0.224], [-0.814, 0.824, 0.227], [-1.731, 2.012, 0.273], [-2.781, 1.792, 1.381], [-3.532, 0.572, 1.237], [-4.701, 0.630, 0.396], [-4.436, 0.766, -1.136], [-3.055, 0.897, -1.528], [-2.387, 2.107, -1.126], [-2.232, -0.277, -1.398], [-1.576, -0.456, 0.001], [-0.683, -1.674, 0.092], [0.037, -1.888, 1.266], [0.846, -2.998, 1.419], [0.955, -3.924, 0.395], [0.252, -3.721, -0.777], [-0.560, -2.609, -0.927], [-2.684, -0.581, 1.088], [6.377, 2.505, -0.111], [4.758, 3.141, 0.128], [6.768, 0.227, -0.452], [5.897, -2.069, -0.569], [3.460, -2.475, -0.321], [1.948, -0.603, 0.047], [0.758, 2.802, 0.491], [-1.198, 2.947, 0.477], [-3.477, 2.634, 1.406], [-2.260, 1.753, 2.346], [-5.277, -0.279, 0.587], [-5.300, 1.476, 0.742], [-4.833, -0.110, -1.656], [-4.964, 1.642, -1.522], [-3.103, 2.932, -1.149], [-1.597, 2.317, -1.858], [-2.847, -1.148, -1.633], [-1.426, -0.201, -2.138], [-0.019, -1.167, 2.068], [1.397, -3.137, 2.337], [1.585, -4.794, 0.511], [0.333, -4.432, -1.587], [-1.090, -2.485, -1.858], [-3.305, -1.451, 0.862], [-2.196, -0.757, 2.053]]
}

***

Here are the energies relative to the best structure, in hartree: i 0.0000; ii 0.0197.

***

i:
{
  "formula": "C3H4S3",
  "method": "wB97M-V/def2-TZVPD",
  "homo_lumo_gap_ev": [7.9, 6.6],
  "spin_multiplicity": 3,
  "elements": ["C", "C", "C", "S", "S", "S", "H", "H", "H", "H"],
  "positions_angstrom": [[-0.297, 1.253, 1.194], [-0.301, -0.083, 0.497], [0.191, -0.457, -0.758], [0.985, 0.212, 1.911], [0.716, -1.851, -3.211], [-0.413, -1.815, -1.614], [0.100, 2.100, 0.632], [-1.168, 1.412, 1.719], [-0.983, -0.820, 0.725], [1.170, 0.048, -1.095]]
}

***

ii:
{
  "formula": "C3H4S3",
  "method": "wB97M-V/def2-TZVPD",
  "homo_lumo_gap_ev": [6.2, 6.4],
  "spin_multiplicity": 3,
  "elements": ["C", "C", "C", "S", "S", "S", "H", "H", "H", "H"],
  "positions_angstrom": [[0.062, 2.856, -1.721], [0.173, 1.104, 0.022], [-0.051, -0.257, -0.541], [0.098, 3.485, -3.193], [-1.123, 2.300, -0.615], [1.615, 1.920, -0.917], [0.549, 1.230, 1.075], [0.088, -0.125, -1.575], [-1.018, -0.668, -0.183], [0.558, -1.107, -0.323]]
}

***

Here are the energies relative to the best structure, in hartree: i 0.0000; ii 0.0326.